# 1
C22H44Br22 | the ωB97M-V functional and the def2-TZVPD basis

Its SMILES is BrCCBr.BrCCBr.BrCCBr.BrCCBr.BrCCBr.BrCCBr.BrCCBr.BrCCBr.BrCCBr.BrCCBr.BrCCBr. The lowest unoccupied orbital energy is -0.09 eV. Its HOMO-LUMO gap is 9.650 eV. Its energy above the lowest of the compared OMol25 structures with the same formula, charge and spin is 24.16 kcal per mole. The spin multiplicity is 1.

Each line ends with the Mulliken charge.
Atoms and positions in Å:
Br 5.705 -6.479 0.519  -0.184
C 3.972 -6.080 1.368  -0.472
C 3.699 -4.625 1.072  -0.550
Br 2.296 -3.871 2.126  -0.110
H 4.040 -6.358 2.414  0.411
H 3.243 -6.728 0.890  0.248
H 3.520 -4.513 0.005  0.212
H 4.586 -4.014 1.227  0.420
Br -5.531 -2.226 3.693  -0.192
C -4.343 -0.784 3.028  -0.639
C -4.853 -0.091 1.808  0.011
Br -3.534 1.293 1.352  -0.022
H -3.337 -1.183 2.986  0.234
H -4.358 -0.068 3.852  0.372
H -5.885 0.241 1.888  0.572
H -4.925 -0.831 1.009  -0.378
Br -1.949 0.675 5.671  -0.117
C -0.492 1.767 4.971  0.068
C 0.329 2.346 6.093  -0.515
Br 1.405 0.950 6.961  -0.163
H -0.954 2.519 4.333  -0.291
H 0.200 1.217 4.333  0.228
H -0.235 2.831 6.882  0.425
H 1.012 3.072 5.650  0.346
Br 7.733 -1.563 -3.251  -0.162
C 5.854 -1.780 -2.808  -0.519
C 5.634 -1.084 -1.494  -0.631
Br 3.872 -1.547 -0.752  -0.041
H 5.611 -2.838 -2.764  0.385
H 5.239 -1.320 -3.578  0.279
H 5.747 -0.005 -1.557  0.279
H 6.308 -1.421 -0.711  0.438
Br -1.795 -1.628 0.412  -0.183
C -0.308 -0.545 1.116  -0.390
C 0.447 0.174 0.014  0.214
Br -0.775 1.384 -0.912  0.215
H 0.327 -1.208 1.694  0.454
H -0.782 0.168 1.791  0.000
H 0.769 -0.632 -0.645  -0.022
H 1.287 0.754 0.382  -0.186
Br -5.208 2.033 -1.749  -0.160
C -3.792 2.032 -3.077  -0.495
C -2.903 3.246 -2.920  -0.066
Br -1.370 2.905 -4.098  -0.125
H -4.244 1.921 -4.060  0.443
H -3.250 1.096 -2.950  0.242
H -2.553 3.309 -1.894  -0.322
H -3.440 4.155 -3.173  0.474
Br 1.796 -0.260 -3.435  -0.023
C 2.122 1.288 -4.625  -0.693
C 2.472 2.524 -3.804  -0.374
Br 4.164 2.318 -2.854  -0.160
H 1.183 1.562 -5.105  0.245
H 2.881 0.990 -5.335  0.453
H 1.683 2.820 -3.122  0.148
H 2.656 3.299 -4.548  0.410
Br -7.375 -1.451 -0.228  -0.154
C -6.487 -3.065 -0.921  -0.583
C -5.135 -3.329 -0.285  -0.084
Br -4.520 -5.123 -0.759  -0.149
H -6.433 -3.037 -2.008  0.416
H -7.155 -3.899 -0.715  0.407
H -5.239 -3.157 0.787  0.153
H -4.394 -2.603 -0.617  0.010
Br 1.293 -5.890 -1.314  -0.109
C 0.619 -4.201 -2.102  -0.247
C 0.498 -4.366 -3.608  -0.470
Br -1.071 -5.446 -4.009  -0.159
H 1.298 -3.393 -1.829  -0.056
H -0.292 -4.085 -1.529  0.294
H 1.405 -4.865 -3.938  0.412
H 0.403 -3.409 -4.110  0.325
Br -0.670 5.478 -0.629  -0.182
C -1.747 4.663 0.827  -0.100
C -1.450 5.373 2.127  -0.455
Br -2.501 4.546 3.609  -0.170
H -1.453 3.618 0.796  -0.315
H -2.796 4.714 0.546  0.610
H -1.753 6.412 2.191  0.451
H -0.399 5.298 2.383  0.115
Br 4.182 1.928 0.747  -0.164
C 3.815 3.702 1.518  -0.647
C 2.377 4.109 1.255  -0.677
Br 1.128 2.937 2.196  -0.043
H 4.407 4.358 0.883  0.401
H 4.110 3.710 2.558  0.403
H 2.087 4.144 0.210  0.317
H 2.272 5.122 1.650  0.411



# 2
C6H8 | the ωB97M-V functional and the def2-TZVPD basis

Its SMILES is C=C=C1CCC1. The lowest unoccupied orbital energy is 1.09 eV. Its HOMO-LUMO gap is 9.238 eV. Its energy above the lowest of the compared OMol25 structures with the same formula, charge and spin is 67.03 kcal per mole. The spin multiplicity is 1.

Each line ends with the Mulliken charge.
Atoms and positions in Å:
C 2.788 -0.302 0.426  -0.975
C 1.521 -0.172 0.172  0.039
C 0.242 -0.043 0.177  0.461
C -0.551 1.213 -0.080  -0.602
C -1.709 0.265 -0.507  -0.481
C -0.955 -0.942 0.101  -0.562
H 3.538 -0.178 -0.354  0.275
H 2.617 -1.111 1.162  0.274
H -0.734 1.831 0.800  0.240
H -0.122 1.825 -0.881  0.274
H -2.686 0.501 -0.085  0.282
H -1.774 0.157 -1.592  0.250
H -0.871 -1.874 -0.459  0.323
H -1.303 -1.170 1.120  0.201